Computed, not measured: a single C13H22FN3O3SSi molecule, with ωB97M-V/def2-TZVPD.

Output
LUMO, eV: 0.09
HOMO, eV: -8.14
ΔE to the lowest compared entry with this formula, charge and spin, kcal per mole: 5.7

The geometry in XYZ format:
```
44
Properties=species:S:1:pos:R:3:forces:R:3
S 1.121083 -0.871887 -2.043163 1.7 -1.2 0.5
Si -1.695306 -1.572682 -0.311448 0.8 -0.6 0.3
F -2.328246 2.857011 3.359136 0.5 -0.7 -0.2
O 0.894936 2.829760 -0.135295 -0.3 -0.5 1.0
O -1.959184 0.505404 4.701778 1.0 -0.5 -0.3
O 1.743619 -0.521768 2.234717 -0.7 0.6 0.1
N -0.104264 -0.021897 3.459445 0.4 0.8 -1.0
N 2.232539 1.026516 -0.019605 -0.8 0.0 2.2
N 0.504433 1.342604 1.596991 -0.8 -0.8 1.4
C -1.311494 0.069984 -1.239775 0.2 -0.7 0.3
C -1.384266 1.968005 3.015396 2.3 0.3 -2.3
C -0.346791 -0.027949 -2.431644 -1.3 0.4 -1.1
C 0.783566 0.208236 2.416981 1.1 -0.3 -0.5
C -1.177553 0.775831 3.801646 -2.5 0.3 1.7
C 1.212268 1.806777 0.459680 2.2 -0.3 -2.5
C -0.129303 -2.562954 0.237777 -0.4 1.1 -0.2
C 3.168954 1.536447 -0.981017 0.6 1.3 0.3
C -2.668610 -2.759679 -1.352388 0.3 0.1 0.2
C -0.545945 2.164277 1.948641 -1.9 1.4 1.6
C -2.653461 -1.151302 1.258237 0.6 0.7 -0.5
C 2.651188 1.495279 -2.394736 -0.7 0.3 -0.8
C 2.400214 0.077769 -2.875143 0.7 -0.3 -0.6
H 2.563457 0.293715 0.586304 -0.3 -0.3 0.1
H -2.806246 -3.578089 -0.650527 -0.4 -0.4 -0.1
H 0.470221 -1.823954 0.773122 0.4 -0.2 -0.2
H -3.240399 -1.988841 1.579505 -0.5 -0.4 0.1
H 0.047510 -0.842269 4.026237 0.1 -0.1 0.0
H -2.288867 0.437088 -1.587473 0.2 0.2 0.3
H 3.328574 -0.497110 -2.717553 -0.3 -0.1 0.0
H -2.098767 -3.137935 -2.200024 0.0 0.0 -0.1
H -3.614680 -2.362093 -1.682317 -0.4 0.0 -0.1
H -0.606668 3.079609 1.360050 -0.1 -0.4 0.0
H 4.142861 0.996103 -0.858456 -0.9 0.4 -0.1
H 3.300065 2.595757 -0.688567 0.4 -0.3 -0.4
H -1.999649 -0.893398 2.088106 0.1 -0.1 0.0
H -3.270306 -0.270197 1.092745 -0.4 -0.1 0.0
H -0.240905 -3.397587 0.916174 -0.6 -0.2 0.2
H -0.908046 0.692375 -0.429688 -0.2 0.3 -0.5
H -0.805680 -0.583148 -3.261406 -0.3 0.1 0.3
H 1.693397 2.053420 -2.457987 0.6 -0.1 0.2
H -0.056238 0.907967 -2.914398 -0.3 0.4 0.5
H 3.349099 2.013378 -3.093848 -0.3 -0.4 0.5
H 2.212402 0.035086 -3.951027 0.0 0.2 0.0
H 0.420485 -2.903662 -0.635181 0.1 0.0 0.1
```
Forces are in eV/Å.

Computed, not measured: 2 unconnected molecules or ions with the total composition C13H22IN2O2, with ωB97M-V/def2-TZVPD.

Output
Charge: +1
LUMO, eV: -5.23
HOMO, eV: -13.08

The geometry in XYZ format:
```
40
Properties=species:S:1:pos:R:3:forces:R:3
I -0.974373 1.885257 2.512955 0.3 -0.3 0.0
O 4.695086 -2.295142 3.377943 -0.7 1.0 -1.8
O 5.632728 -1.871053 1.247019 -1.4 0.2 3.6
N 1.539866 0.692786 3.228479 1.7 -4.6 -0.7
N 0.437409 0.336116 2.607473 -2.1 -0.6 -1.1
C -2.199618 0.840808 -1.277606 0.0 -0.1 -0.1
C 0.068123 -0.861096 2.028693 1.5 -2.4 -0.3
C -3.236364 0.512317 -3.623194 0.2 0.0 -0.1
C 2.301377 -1.774477 2.672017 -2.7 1.5 -0.7
C -0.756643 0.958058 -1.751725 0.0 0.1 0.1
C -5.222420 2.051115 -3.180501 0.0 0.2 0.0
C 2.416836 -0.383640 3.255098 1.0 -0.5 0.2
C 3.487235 -2.819429 2.805806 -1.2 -1.1 -0.6
C 6.110090 -0.188873 2.941464 -0.3 -1.2 0.0
C 0.974888 -2.069166 1.965917 2.2 4.0 2.5
C 5.438352 -1.547567 2.423734 1.9 1.1 -2.5
C -3.073680 -0.014548 -2.194736 -0.2 0.0 0.0
C -3.810614 1.924998 -3.738696 -0.1 -0.1 0.0
H -0.294320 -0.028986 -1.842493 0.0 0.0 -0.1
H -5.597399 3.066346 -3.331224 0.0 -0.1 0.0
H -2.650714 -1.024807 -2.246451 0.0 0.0 0.0
H -2.200805 0.388423 -0.277774 -0.1 0.0 0.0
H -3.154177 2.647517 -3.242485 0.0 0.0 0.0
H 3.394020 -0.175883 3.815456 -1.7 -0.2 -0.9
H 7.180459 -0.464083 3.244110 -1.6 0.5 -0.2
H -3.883773 -0.179326 -4.173171 0.0 0.0 0.0
H -2.629937 1.840576 -1.160736 0.0 -0.1 0.0
H -0.969332 -0.958162 1.568665 1.6 0.6 0.8
H -0.169797 1.540571 -1.034857 0.1 0.0 -0.1
H -5.903976 1.361933 -3.686136 0.0 0.0 0.1
H 0.726969 -3.052388 1.476220 0.1 1.4 0.6
H -5.253294 1.842779 -2.108722 -0.1 0.0 0.0
H -3.829537 2.204489 -4.796546 0.1 0.0 0.1
H -2.267771 0.484903 -4.133437 0.0 0.0 0.0
H 5.502703 0.237800 3.799234 1.1 -0.4 -0.9
H -0.689541 1.461152 -2.718130 0.0 -0.1 0.1
H 6.166556 0.526968 2.057758 -0.2 -1.1 1.2
H -4.060393 -0.127587 -1.733873 0.0 0.0 0.0
H 3.640445 -3.283117 1.764209 0.0 0.9 1.4
H 3.115335 -3.685583 3.460242 0.6 1.4 -0.7
```
Forces are in eV/Å.

Computed, not measured: a molecular structure, C13H22IN4OYb, with ωB97M-V/def2-TZVPD.

Output
Charge: -2
LUMO (spin up / spin down), eV: 4.57 / 5.03
HOMO (spin up / spin down), eV: 2.65 / 1.44
Spin multiplicity: 2

The geometry in XYZ format:
```
42
Properties=species:S:1:pos:R:3:forces:R:3
Yb -1.250483 0.898976 -1.110153 1.4 -4.0 -1.4
I -2.107391 3.155040 -2.288002 -0.6 2.0 -1.5
O 2.500640 0.412421 -1.111496 1.2 2.5 0.6
N 1.802101 -1.765718 0.536374 0.5 0.1 2.5
N 0.576161 -2.660794 -1.042755 -1.7 -1.7 -0.9
N -0.090798 2.768477 1.073606 -0.5 0.5 0.7
N -2.070400 2.003265 0.821682 0.1 1.3 2.2
C 1.870450 -0.548530 -1.633228 -1.1 -4.4 3.6
C 1.546075 -1.717095 -0.809745 1.5 4.2 -3.4
C -2.216310 3.363792 1.057303 0.8 -0.2 -0.1
C -1.789454 -0.944422 1.564647 0.9 -1.0 -0.3
C 2.737545 -0.976884 1.332823 -0.3 -0.4 -0.4
C 1.363981 2.844727 1.171304 0.3 0.0 0.0
C -0.966285 3.852220 1.183166 0.2 0.1 0.2
C -0.772369 1.611546 0.957536 1.1 1.0 -0.1
C 0.112634 -3.172288 -2.319192 0.1 0.0 0.8
C 1.412917 -0.501765 -2.991175 -0.6 0.1 -2.6
C -3.184490 1.147742 0.540487 -2.1 0.7 -0.4
C 0.987580 -2.720997 1.126595 -0.4 -0.6 -0.3
C 0.231395 -3.274006 0.149821 0.5 -0.3 0.7
H 0.379341 -0.081438 -3.115424 0.2 0.0 -0.1
H 1.656497 3.893616 1.082522 -0.1 -0.1 0.1
H -2.453053 -0.747915 2.427017 0.1 -0.2 -0.1
H 1.735259 2.446679 2.127809 -0.3 0.2 -0.2
H -1.651445 -2.013225 1.342778 -0.2 0.2 0.6
H 1.863262 2.280907 0.369879 -0.4 -0.1 0.0
H -2.837406 0.052554 0.653137 0.3 0.2 0.3
H 3.221313 -1.675301 2.045428 -0.1 0.3 -0.1
H 1.426424 -1.473989 -3.499030 -0.2 0.5 0.1
H -3.973742 1.361410 1.275419 0.1 -0.3 -0.2
H -0.553726 -4.020206 0.198491 0.2 0.2 0.0
H 2.074419 0.160783 -3.556317 -0.1 0.1 -0.1
H 0.965944 -2.896317 2.195276 0.0 0.1 -0.3
H 0.934283 -3.237062 -3.041227 -0.1 -0.1 0.1
H 2.199475 -0.188475 1.905281 0.4 -0.3 -0.3
H 3.485258 -0.520717 0.669972 -0.4 -0.1 0.3
H -0.612175 4.866334 1.246438 0.0 0.0 0.1
H -0.800231 -0.467051 1.721873 -0.6 -0.7 0.1
H -0.261154 -4.186926 -2.138044 0.0 0.1 -0.1
H -3.601202 1.416376 -0.454724 0.0 0.1 0.3
H -3.179214 3.816538 1.050356 -0.3 0.3 -0.1
H -0.711624 -2.562270 -2.716517 0.3 -0.2 -0.2
```
Forces are in eV/Å.

no.,E (eV)
1,-45882.8216
2,-29003.2236
3,-61467.6908